C31H32N6O7V as an isolated structure. Source: OMol25; level of theory: ωB97M-V with the def2-TZVPD basis set.

The geometry in XYZ format:
```
77
Properties=species:S:1:pos:R:3:mulliken_spin:R:1
V -0.2293 0.4137 -0.7132 2.7362
C -1.9769 0.3454 -5.3628 0.0009
O -0.5599 0.3995 -5.4009 -0.0018
C 0.0282 -0.7267 -4.8586 -0.0043
C 0.5619 -1.6742 -5.6979 0.0171
C 1.1956 -2.8076 -5.1823 -0.0027
C 1.2746 -2.9534 -3.8183 0.0101
C 0.7500 -1.9970 -2.9315 0.0508
C 0.9027 -2.2822 -1.5140 0.0628
N 0.6229 -1.4590 -0.5711 -0.0391
N 0.7411 -1.9473 0.7252 0.0081
C 0.5175 -0.9971 1.5875 -0.0085
O 0.2831 0.2388 1.3106 0.0123
C 0.4567 -1.4091 3.0258 0.0078
C 0.1797 -0.4555 3.9993 0.0061
C 0.0326 -0.8276 5.3287 -0.0008
C 0.1601 -2.1592 5.6971 0.0015
C 0.4447 -3.1169 4.7291 -0.0010
C 0.5917 -2.7458 3.4009 0.0002
C 0.0895 -0.8389 -3.4412 -0.0032
O -0.4554 0.0952 -2.7202 0.0402
H -2.3460 1.3073 -5.7158 0.0001
H -2.3306 0.1682 -4.3439 0.0005
H -2.3523 -0.4478 -6.0171 0.0000
H 0.4850 -1.5126 -6.7664 0.0005
H 1.6146 -3.5523 -5.8448 0.0004
H 1.7600 -3.8266 -3.3966 0.0005
H 1.2698 -3.2696 -1.2348 0.0004
H 0.0717 0.5771 3.6950 0.0027
H -0.1819 -0.0763 6.0782 0.0000
H 0.0457 -2.4512 6.7333 0.0001
H 0.5569 -4.1564 5.0126 0.0000
H 0.8055 -3.4794 2.6359 -0.0007
C -3.0300 3.8935 -0.4129 0.0016
C -2.2857 2.7382 -1.0119 0.0133
C -2.8169 2.1210 -2.2662 0.0216
O -1.2894 2.3004 -0.4542 -0.0425
H -3.1342 4.6967 -1.1438 0.0017
H -2.5255 4.2531 0.4798 -0.0001
H -4.0423 3.5656 -0.1620 0.0014
H -3.5036 2.7810 -2.7916 0.0010
H -3.3496 1.2073 -1.9828 0.0011
H -1.9909 1.8020 -2.9021 0.0034
O 3.8060 2.9128 4.4319 0.0000
C 4.5614 3.3778 3.3351 0.0002
N 3.8010 2.9888 2.1730 -0.0001
C 4.2744 3.2395 0.9338 -0.0023
O 5.3472 3.7948 0.7584 -0.0005
C 3.4232 2.8053 -0.2225 0.0115
C 3.7666 3.2425 -1.4955 0.0152
C 2.9926 2.8487 -2.5707 -0.0036
C 1.8983 2.0295 -2.3460 0.0470
N 1.5686 1.5988 -1.1245 -0.0553
C 2.3228 1.9755 -0.0882 0.0381
H 4.2780 3.1179 5.2432 0.0000
H 5.5529 2.9184 3.2911 0.0000
H 4.6829 4.4659 3.3606 0.0000
H 2.8851 2.6069 2.3393 -0.0019
H 4.6358 3.8763 -1.6112 0.0008
H 3.2280 3.1618 -3.5780 -0.0002
H 1.2574 1.6874 -3.1508 0.0012
H 2.0066 1.5621 0.8617 -0.0035
N -3.0715 -3.7368 3.6975 0.0005
C -3.6096 -3.7616 2.4487 -0.0007
O -4.3984 -4.6027 2.0698 0.0013
C -3.1754 -2.6277 1.5630 0.0071
C -2.9805 -1.3454 2.0547 0.0055
C -2.4715 -0.3840 1.2031 0.0246
N -2.1308 -0.6437 -0.0626 -0.0004
C -2.3977 -1.8600 -0.5503 0.0393
C -2.9326 -2.8748 0.2199 -0.0035
H -3.2600 -4.5331 4.2841 0.0000
H -2.2325 -3.2071 3.8823 0.0002
H -3.1867 -1.0996 3.0876 0.0000
H -2.2546 0.6146 1.5596 -0.0133
H -2.1161 -2.0262 -1.5835 -0.0060
H -3.1121 -3.8567 -0.1945 -0.0005
```

## Properties
Total energy = -81630.696 eV
Expectation value of S² = 3.761
E_HOMO (spin up / spin down) = -0.242 / -0.267 Eh
Spin multiplicity = 4